This record from the OMol25 dataset describes C5H7BrN2O2 as an isolated structure in a non-equilibrium geometry. The level of theory is the ωB97M-V functional and the def2-TZVPD basis.

Positions of all 17 atoms, in Å:
C -0.4262 0.2515 -1.4920
C -0.0299 0.7001 -0.2546
C -0.5663 -1.1120 -2.0685
C 0.1417 -0.5862 2.2862
C 1.0323 -0.0820 1.2217
N -0.9913 1.2845 -2.0653
N -0.2660 1.9415 0.0069
O -0.0281 2.7221 0.8965
O -0.9326 2.3459 -1.2954
Br 2.1242 -1.4234 0.3652
H -0.0482 -1.2445 -2.9981
H -0.1341 -1.8453 -1.4926
H -1.5417 -1.3737 -2.1779
H -0.5955 -1.1482 1.8678
H -0.1626 0.1577 2.8557
H 0.5848 -1.3027 2.8911
H 1.8394 0.7145 1.4533

Values from the calculation:
Energy relative to the best compared isomer or geometry (same formula, charge and spin) (eV): 4.826
Molar mass (g mol⁻¹): 207.0
Total energy (eV): -82409.515
Kohn-Sham gap (alpha / beta) (eV): 9.79 / 9.79
Spin multiplicity: 1

This record from the OMol25 dataset describes C26H15BrF5InN3 as an isolated structure in a non-equilibrium geometry. The level of theory is the ωB97M-V functional and the def2-TZVPD basis.

Positions of all 51 atoms, in Å:
In -0.4790 -0.2612 -0.0926
Br -1.6640 -2.7120 0.7288
C 0.0852 -3.5154 0.5847
C 0.3030 -4.6587 1.2994
C 1.4979 -5.3710 1.1191
C 2.4221 -4.9357 0.2111
C 2.2272 -3.7343 -0.5018
C 3.1723 -3.2915 -1.4504
C 2.9744 -2.1445 -2.1624
C 1.8601 -1.3382 -1.8816
C 0.9267 -1.7244 -0.9585
C 1.0424 -2.9609 -0.2928
H -0.4450 -5.0180 1.9882
H 1.6574 -6.2758 1.6828
H 3.3087 -5.5211 0.0151
H 4.0604 -3.8863 -1.5960
H 3.6777 -1.8224 -2.9149
H 1.7471 -0.3967 -2.4075
N -1.7902 2.1753 -2.2824
C -0.4338 2.3248 -2.1120
C 0.2375 3.2511 -2.9258
C 1.5752 3.4832 -2.7047
C 2.2294 2.7885 -1.6865
C 1.5060 1.8687 -0.9670
N 0.2098 1.6317 -1.1790
C -2.7513 1.6935 -1.4145
C -4.0014 2.3286 -1.4408
C -5.0045 1.8973 -0.6051
C -4.7384 0.8426 0.2630
C -3.4857 0.2765 0.2406
N -2.5133 0.6725 -0.5883
H -2.1680 2.8354 -2.9532
H -0.3065 3.7770 -3.6971
H 2.1108 4.2016 -3.3024
H 3.2706 2.9532 -1.4660
H 1.9610 1.2723 -0.1821
H -4.1471 3.1713 -2.0973
H -5.9666 2.3818 -0.6054
H -5.4806 0.4671 0.9460
H -3.2315 -0.5168 0.9347
F -1.3693 2.5166 1.4788
C -0.5411 1.8441 2.3132
C -0.1248 0.5957 1.9068
C 0.7647 -0.0745 2.7187
F 1.1972 -1.2813 2.2722
C 1.2250 0.4445 3.9212
F 2.0958 -0.2231 4.6767
C 0.7666 1.7016 4.3169
F 1.1892 2.2315 5.4593
C -0.1217 2.4132 3.5091
F -0.5379 3.6221 3.8818

Values from the calculation:
Molar mass (g mol⁻¹): 659.1
Total energy (eV): -120473.847
Kohn-Sham gap (eV): 7.96
Total charge: +1
Spin multiplicity: 1

This record from the OMol25 dataset describes an isolated ion of composition C4H12NOS2 and charge +1 in a non-equilibrium geometry. The level of theory is the ωB97M-V functional and the def2-TZVPD basis.

Positions of all 20 atoms, in Å:
C 1.2330 -0.3545 4.1612
S 0.3307 -1.2451 2.8771
S 0.8385 -0.8542 1.0798
C -0.0627 0.5448 0.1935
C 0.0134 0.1478 -1.2557
N -0.3899 -1.2387 -1.6113
C -0.7714 1.1765 -2.0998
O -1.0738 0.5582 -3.3199
H 0.7629 -0.7087 5.0805
H 1.0956 0.7227 4.0635
H 2.3038 -0.5807 4.1660
H -1.0400 0.4495 0.6678
H 0.5330 1.4179 0.4415
H 1.0556 0.2074 -1.6010
H -1.3902 -1.4741 -1.5364
H 0.0384 -1.9813 -1.0406
H -0.1689 -1.4486 -2.5904
H -1.6575 1.4787 -1.5522
H -0.1181 2.0568 -2.1874
H -1.5325 1.1256 -3.9363

Values from the calculation:
Energy relative to the best compared isomer or geometry (same formula, charge and spin) (eV): 0.796
SMILES: CSSC[C@@H]([NH3+])CO
Molar mass (g mol⁻¹): 154.3
Total energy (eV): -29543.674
Kohn-Sham gap (eV): 8.96
Total charge: +1
Spin multiplicity: 1

This record from the OMol25 dataset describes one molecule with the formula C5H8N2 in a non-equilibrium geometry. The level of theory is the ωB97M-V functional and the def2-TZVPD basis.

Positions of all 15 atoms, in Å:
C -1.9321 -0.9986 0.3426
C -0.6302 -0.3670 -0.1312
C -0.4027 1.0860 -0.4106
N 0.1785 0.4468 0.7766
C 1.6169 0.4601 0.5897
C 2.1237 -0.1774 -0.6368
N 2.8045 -0.6849 -1.4208
H -1.9181 -1.2990 1.3961
H -2.1080 -1.8968 -0.2566
H -2.7889 -0.3397 0.1923
H -0.1134 -1.0135 -0.8337
H 0.3142 1.3640 -1.2821
H -1.2053 1.7692 -0.1258
H 1.9504 1.4998 0.5159
H 2.2119 0.0148 1.3878

Values from the calculation:
Energy relative to the best compared isomer or geometry (same formula, charge and spin) (eV): 2.140
SMILES: C[C@H]1CN1CC#N
Molar mass (g mol⁻¹): 96.1
Total energy (eV): -8292.856
Kohn-Sham gap (eV): 11.04
Spin multiplicity: 1